Here is a molecular structure, C10H22InO in a non-equilibrium geometry from OMol25. Energies are from ωB97M-V with the def2-TZVPD basis set.

Its total charge is -1. The orbital gap is 7.6 eV. The value obtained for the LUMO energy is 3.2 eV.

CARTESIAN COORDINATES (ANGSTROEM)
C (5.192453, 1.086843, -0.937958)
C (5.218961, -0.028498, -0.258101)
C (4.127137, -0.534974, 0.646325)
In (2.074388, 0.025201, -0.101447)
O (0.937843, -1.636020, -0.687658)
C (-0.253737, -1.852146, -0.006162)
C (-1.478685, -1.167653, -0.649917)
C (-1.383281, -1.212596, -2.161476)
C (-1.738432, 0.266961, -0.146027)
C (-2.846012, 0.365909, 0.941300)
C (-4.003952, 1.223831, 0.380119)
C (-2.263942, 1.149529, 2.121953)
H (5.789470, 1.184315, -1.832551)
H (4.616696, 1.938471, -0.622927)
H (6.089098, -0.671136, -0.320545)
H (4.256047, -1.594387, 0.851366)
H (4.257779, -0.006803, 1.596894)
H (2.290974, 1.027883, -1.577663)
H (1.299399, 1.055875, 1.134655)
H (-0.474678, -2.932754, -0.082559)
H (-0.202981, -1.638677, 1.073298)
H (-2.334688, -1.772627, -0.337131)
H (-1.233479, -2.218534, -2.539184)
H (-0.571274, -0.573246, -2.492247)
H (-2.311697, -0.813378, -2.568305)
H (-1.977895, 0.877557, -1.013214)
H (-0.827494, 0.679509, 0.273998)
H (-3.170515, -0.617991, 1.261002)
H (-4.678405, 0.646687, -0.243823)
H (-4.523748, 1.700690, 1.211063)
H (-3.553423, 2.031188, -0.180957)
H (-2.845199, 0.990306, 3.031231)
H (-1.257909, 0.814314, 2.347733)
H (-2.218820, 2.206347, 1.888918)

Cartesian forces (eV/Å) of the 6 atoms listed first:
C 0.7 1.3 -0.7
C -0.6 -1.7 1.0
C 0.3 0.8 0.3
In 0.5 0.5 -0.3
O 0.0 0.6 0.6
C 0.0 -0.8 -0.7

Here is a molecular structure, C10H22N2O5PPdSeTe2 from OMol25. Energies are from ωB97M-V with the def2-TZVPD basis set.

For the energy above the lowest of the compared OMol25 structures with the same formula, charge and spin, the calculation gives 0.0 kJ/mol. Its total charge is +1. The orbital gap (alpha / beta) is 7.9 / 4.9 eV. Its spin multiplicity is 5. The value obtained for the LUMO energy (alpha / beta) is -2.8 / -5.8 eV.

CARTESIAN COORDINATES (ANGSTROEM)
Pd (0.920379, 1.122705, 0.066278)
N (3.057660, 0.489330, 0.226148)
C (3.306421, -0.535060, 1.265305)
C (2.806162, -0.096444, 2.641366)
C (1.293518, -0.092383, 2.730429)
O (0.711141, -1.115095, 3.152747)
O (0.662321, 0.954684, 2.351495)
H (3.236696, 0.067689, -0.685780)
H (3.708453, 1.259655, 0.332268)
H (4.372769, -0.756028, 1.328513)
H (2.804525, -1.449363, 0.945684)
H (3.171505, 0.904416, 2.875847)
H (3.185169, -0.793433, 3.386730)
C (-0.662235, 3.884245, -1.303854)
Te (1.047216, 3.790416, -0.056080)
C (2.430261, 3.927117, -1.660921)
H (-0.714733, 4.872933, -1.751996)
H (-1.534632, 3.696571, -0.684179)
H (-0.563234, 3.108900, -2.059616)
H (2.221361, 3.115321, -2.352417)
H (3.435717, 3.845175, -1.254413)
H (2.313306, 4.896491, -2.138221)
Se (2.067831, -1.784756, -2.351521)
C (1.345000, -0.169245, -2.247908)
N (0.854189, 0.893988, -2.103267)
C (-5.005429, -1.646186, -0.711494)
C (-3.696209, -0.910831, -0.798937)
O (-3.073087, -0.960077, 0.542454)
P (-1.676926, -0.310680, 0.789716)
O (-1.441844, 1.042963, 0.223935)
Te (-1.647447, -0.130146, 3.260779)
O (-0.524071, -1.260419, 0.325755)
C (-0.402249, -2.695369, 0.610732)
C (-1.139908, -3.510347, -0.418834)
H (-5.487557, -1.631825, -1.688999)
H (-5.669435, -1.170025, 0.008349)
H (-4.850485, -2.684484, -0.420200)
H (-3.822643, 0.138559, -1.056846)
H (-3.008127, -1.376384, -1.504265)
H (-0.754462, -2.873219, 1.627818)
H (0.668026, -2.875385, 0.573482)
H (-2.218146, -3.370321, -0.341853)
H (-0.927638, -4.567250, -0.254476)
H (-0.799121, -3.246407, -1.419752)

Cartesian forces (eV/Å) of the 6 atoms listed first:
Pd 0.0 0.0 0.2
N -0.1 0.0 0.0
C 0.0 0.1 0.0
C 0.0 0.0 0.0
C 0.0 0.0 0.0
O 0.0 0.1 0.0

Here is a molecular structure, C10H22N2S3Ta from OMol25. Energies are from ωB97M-V with the def2-TZVPD basis set.

For the energy above the lowest of the compared OMol25 structures with the same formula, charge and spin, the calculation gives 0.0 kJ/mol. Its total charge is +1. The orbital gap is 8.7 eV. The value obtained for the LUMO energy is -3.3 eV.

CARTESIAN COORDINATES (ANGSTROEM)
Ta (0.328321, -0.329898, -0.027878)
C (-1.309325, 0.906179, -2.619276)
N (-0.751216, 1.333148, -1.305181)
C (0.250920, 2.403752, -1.602158)
C (-1.881245, 1.940244, -0.537519)
C (-1.579858, 1.937289, 0.942488)
N (-1.289940, 0.547104, 1.395034)
C (-2.554141, -0.238762, 1.411251)
C (-0.808916, 0.624263, 2.805681)
H (-1.824706, 1.754205, -3.076030)
H (-2.015355, 0.089328, -2.479561)
H (-0.505270, 0.589148, -3.277957)
H (-0.222267, 3.160985, -2.231623)
H (1.096086, 1.961922, -2.124931)
H (0.609720, 2.851706, -0.680329)
H (-2.778474, 1.358683, -0.744264)
H (-2.063696, 2.951742, -0.907151)
H (-2.420191, 2.337480, 1.516269)
H (-0.700197, 2.542416, 1.165799)
H (-3.283522, 0.268397, 2.047281)
H (-2.367014, -1.230020, 1.813163)
H (-2.966991, -0.343918, 0.409964)
H (-1.594211, 1.070931, 3.420033)
H (0.092389, 1.229767, 2.845819)
H (-0.584863, -0.376722, 3.164079)
C (2.575731, -3.030508, 1.280260)
C (1.497811, -2.566786, 0.334275)
S (-0.084572, -2.381766, 1.054234)
C (1.812930, -2.185824, -0.948027)
C (3.229540, -2.222972, -1.447959)
S (0.699663, -1.443564, -2.074549)
H (2.179583, -3.150980, 2.284114)
H (3.404616, -2.324401, 1.319646)
H (2.963572, -3.994682, 0.947133)
H (3.895829, -2.759032, -0.779252)
H (3.607673, -1.207977, -1.578527)
H (3.250552, -2.709877, -2.422848)
S (2.091029, 0.639003, 0.708498)

Cartesian forces (eV/Å) of the 6 atoms listed first:
Ta -0.3 -0.1 -0.1
C 0.0 -0.1 0.1
N -0.1 0.1 0.0
C 0.0 -0.1 0.1
C 0.1 -0.1 0.1
C 0.1 -0.1 -0.1

Here is a molecular structure, C10H23AlO7P in a non-equilibrium geometry from OMol25. Energies are from ωB97M-V with the def2-TZVPD basis set.

Its total charge is +3. The orbital gap is 1.6 eV. The value obtained for the LUMO energy is -17.2 eV.

CARTESIAN COORDINATES (ANGSTROEM)
Al (-0.707794, -1.732542, -0.662648)
C (3.938948, 2.406514, 1.535237)
C (3.097781, 1.154071, 1.418217)
O (2.202563, 1.018870, 2.555615)
P (0.650742, 0.905483, 2.465513)
O (0.198268, -0.259368, 1.646379)
O (0.125648, 2.341098, 2.029220)
C (-1.257977, 2.639597, 1.880535)
C (-1.702422, 3.599187, 2.982979)
O (0.184945, 0.928507, 3.991902)
C (-0.920974, 0.142489, 4.507418)
C (-0.572812, -0.133257, 5.960213)
H (4.786801, 2.394280, 0.848020)
H (3.400913, 3.322875, 1.291551)
H (4.382485, 2.452190, 2.530494)
H (2.542104, 1.170114, 0.477262)
H (3.719494, 0.256750, 1.444249)
H (-1.341068, 3.155880, 0.904740)
H (-1.893816, 1.753670, 1.760966)
H (-1.202714, 3.361032, 3.924137)
H (-1.343920, 4.601832, 2.726857)
H (-2.787826, 3.640509, 3.057699)
H (-1.912658, 0.590500, 4.341230)
H (-0.970329, -0.798092, 3.938469)
H (-0.648979, 0.745984, 6.603051)
H (-1.249015, -0.897252, 6.364537)
H (0.449509, -0.501802, 5.974282)
C (-1.531635, -5.091453, -5.864239)
C (-1.381191, -4.021546, -4.826707)
O (-0.946549, -2.833623, -5.463761)
C (-0.606540, -1.779470, -4.743436)
O (-0.691361, -1.668874, -3.535327)
O (-0.202633, -0.849886, -5.589551)
C (0.309791, 0.350297, -5.060742)
H (-1.551701, -6.080706, -5.404812)
H (-0.635918, -5.129734, -6.496991)
H (-2.393871, -4.970763, -6.527835)
H (-0.625164, -4.337402, -4.080651)
H (-2.278064, -3.856688, -4.202761)
H (1.254270, 0.130409, -4.543575)
H (-0.347315, 0.802857, -4.307163)
H (0.459983, 1.077463, -5.850574)

Cartesian forces (eV/Å) of the 6 atoms listed first:
Al 0.1 0.0 -0.2
C 0.6 0.2 0.3
C 0.5 0.3 -1.0
O -1.4 0.1 0.3
P 1.2 -0.8 0.1
O -0.3 0.9 0.3

Here is 3 unconnected molecules or ions with the total composition C10H23N4O8P in a non-equilibrium geometry from OMol25. Energies are from ωB97M-V with the def2-TZVPD basis set.

The orbital gap is 9.7 eV. As for the SMILES: N=P(O)(O)N(O)C(=O)OC[C@@H]1CO1.CN(C)C=O.CN(C)C=O. The value obtained for the LUMO energy is 0.4 eV.

CARTESIAN COORDINATES (ANGSTROEM)
N (-1.803183, 0.071453, 0.805988)
P (-2.365453, -0.307381, -0.570175)
O (-3.658336, -1.236704, -0.457108)
O (-1.329304, -1.154803, -1.460764)
N (-2.808271, 0.972678, -1.586264)
O (-2.277533, 2.225271, -1.198806)
C (-4.196893, 1.086465, -1.909051)
O (-4.636255, 0.646867, -2.922653)
O (-4.873899, 1.713522, -0.965877)
C (-6.292707, 1.608833, -1.038943)
C (-6.779972, 0.366405, -0.314683)
C (-7.761473, -0.492579, -0.993860)
O (-8.125087, 0.399743, 0.057076)
H (-0.866570, -0.294681, 0.919839)
H (-3.574075, -2.023996, -1.008021)
H (-1.536531, -1.041962, -2.400790)
H (-1.352903, 2.175551, -1.478725)
H (-6.657317, 1.605704, -2.058590)
H (-6.718845, 2.460432, -0.516603)
H (-6.059216, -0.113545, 0.338715)
H (-8.009802, -0.127565, -1.978808)
H (-7.849373, -1.529924, -0.718198)
C (2.887895, 1.095410, 1.077292)
N (2.486925, 1.552227, -0.243735)
C (2.898295, 2.870942, -0.694910)
C (1.746881, 0.797046, -1.065604)
O (1.373544, 1.133346, -2.178371)
H (2.497332, 1.767456, 1.842125)
H (3.974207, 1.073086, 1.151711)
H (2.506054, 0.096379, 1.264694)
H (2.025083, 3.484611, -0.917603)
H (3.493386, 2.790368, -1.604837)
H (3.486741, 3.348600, 0.083549)
H (1.482872, -0.183764, -0.634751)
C (5.961744, -3.574481, 1.665169)
N (5.599262, -2.221656, 2.039222)
C (6.392089, -1.111449, 1.537236)
C (4.551567, -1.958322, 2.841102)
O (4.204362, -0.845546, 3.187684)
H (6.974288, -3.803775, 2.002398)
H (5.917092, -3.694250, 0.581069)
H (5.272890, -4.280282, 2.123323)
H (6.816485, -0.545108, 2.366429)
H (5.769056, -0.436960, 0.950553)
H (7.193771, -1.495533, 0.912568)
H (4.021178, -2.868129, 3.169988)

Cartesian forces (eV/Å) of the 6 atoms listed first:
N 0.1 0.1 -0.5
P 1.3 -0.3 1.5
O -0.4 0.2 -0.7
O -0.5 -0.1 -0.4
N -0.3 -0.1 0.1
O 0.0 0.0 0.2

Here is 2 unconnected molecules or ions with the total composition C10H23NO5P from OMol25. Energies are from ωB97M-V with the def2-TZVPD basis set.

For the energy above the lowest of the compared OMol25 structures with the same formula, charge and spin, the calculation gives 0.0 kJ/mol. Its total charge is +1. The orbital gap is 10.0 eV. The value obtained for the LUMO energy is -3.5 eV.

CARTESIAN COORDINATES (ANGSTROEM)
C (-4.199550, -3.011201, 0.613649)
C (-3.302395, -1.902918, 0.047094)
C (-1.969968, -1.667150, 0.829786)
C (-2.040691, -1.888771, 2.354600)
P (-1.366541, 0.008818, 0.479266)
O (-1.219274, 0.777335, 1.860873)
C (0.168293, 0.086705, -0.448874)
C (0.036658, 0.601345, -1.906426)
C (0.225066, -0.522667, -2.911106)
N (-0.770361, -1.550991, -2.975332)
O (1.187474, -0.561337, -3.619060)
H (-3.618547, -3.837818, 1.029720)
H (-4.806785, -3.431048, -0.193747)
H (-4.885766, -2.631585, 1.373372)
H (-3.873002, -0.968049, -0.021128)
H (-3.042820, -2.168568, -0.985666)
H (-1.191156, -2.312554, 0.406977)
H (-2.542461, -1.068077, 2.873149)
H (-2.573026, -2.812873, 2.574216)
H (-1.036174, -1.975645, 2.781053)
H (-2.327589, 0.700128, -0.266526)
H (-1.226577, 1.749453, 1.810607)
H (0.640456, -0.902904, -0.416528)
H (0.809350, 0.781784, 0.108684)
H (0.834919, 1.323457, -2.085814)
H (-0.924970, 1.094664, -2.093050)
H (-1.690248, -1.168046, -2.761763)
H (-0.580336, -2.286551, -2.297980)
C (3.659894, 1.681789, -1.874580)
O (4.447756, 2.129794, -0.766480)
C (3.770657, 2.448574, 0.328003)
O (2.567595, 2.353294, 0.467577)
O (4.619408, 2.874507, 1.245019)
C (4.038472, 3.263959, 2.496595)
H (4.356790, 1.465329, -2.676861)
H (3.115495, 0.774090, -1.618111)
H (2.969687, 2.463811, -2.187734)
H (3.528471, 2.420583, 2.958060)
H (3.342121, 4.087336, 2.351959)
H (4.869677, 3.582000, 3.116507)

Cartesian forces (eV/Å) of the 6 atoms listed first:
C 0.0 0.0 -0.2
C 0.1 0.0 -0.1
C -0.2 0.1 0.1
C 0.2 0.1 0.1
P 0.2 0.0 0.0
O -0.2 0.2 -0.2